Record 1
{
  "formula": "C19H45AsF9O17S5",
  "method": "ωB97M-V with the def2-TZVPD basis set",
  "e_homo_ev": -8.75,
  "charge": -1,
  "e_above_lowest_kcal_mol": 0.0,
  "e_lumo_ha": 0.066,
  "orbital_gap_ev": 10.6,
  "elements": ["As", "F", "F", "F", "F", "F", "F", "O", "S", "O", "O", "C", "C", "C", "H", "H", "H", "H", "H", "H", "H", "H", "O", "S", "O", "O", "C", "C", "C", "H", "H", "H", "H", "H", "H", "H", "H", "O", "S", "O", "O", "C", "C", "C", "H", "H", "H", "H", "H", "H", "H", "H", "O", "S", "O", "O", "C", "C", "C", "H", "H", "H", "H", "H", "H", "H", "H", "O", "S", "O", "O", "C", "C", "C", "H", "H", "H", "H", "H", "H", "H", "H", "C", "C", "O", "C", "O", "C", "F", "F", "F", "H", "H", "H", "H", "H"],
  "positions_angstrom": [[-0.5593, 1.2079, -0.9140], [-0.7536, 0.9797, 0.8802], [-2.0795, 0.3933, -1.1973], [-0.4209, 1.4823, -2.6956], [1.0174, 1.9452, -0.6630], [0.2512, -0.3671, -1.0385], [-1.3808, 2.8174, -0.6869], [2.8648, 2.8202, 3.9455], [3.5260, 1.5711, 3.7263], [4.9603, 1.3825, 3.4405], [2.9295, 0.5373, 4.9123], [3.3751, -0.7632, 5.0176], [4.1567, -0.8369, 6.2795], [2.6690, 0.8328, 2.3423], [3.9640, -1.0908, 4.1609], [2.6072, -1.5363, 5.0454], [3.5939, -0.3164, 7.0545], [5.1154, -0.3202, 6.3247], [4.3118, -1.8661, 6.6031], [2.9572, 1.2743, 1.3883], [1.6366, 1.1760, 2.4088], [2.8518, -0.2366, 2.2369], [1.8539, 4.2486, -5.8108], [3.0192, 3.9344, -4.9370], [4.3574, 4.3260, -5.3321], [2.7446, 4.4384, -3.4099], [1.4477, 4.4125, -2.8464], [1.5419, 4.9708, -1.4954], [3.0211, 2.1881, -4.4462], [1.1016, 3.3792, -2.8228], [0.7118, 4.9607, -3.4347], [2.2587, 4.3527, -0.9548], [0.5840, 4.7838, -1.0101], [1.9037, 5.9988, -1.4763], [2.3966, 2.0149, -3.5697], [4.0358, 1.8242, -4.2848], [2.6083, 1.6097, -5.2727], [5.6403, -3.9267, 0.5431], [4.3947, -3.4897, 1.1526], [3.8721, -2.0871, 1.1075], [3.1049, -4.5076, 0.6220], [1.7236, -4.2617, 1.0511], [1.1788, -3.4768, -0.0691], [4.3832, -4.0211, 2.9139], [1.6515, -3.8462, 2.0562], [1.1308, -5.1650, 1.1953], [1.7929, -2.6374, -0.3952], [0.1790, -3.0927, 0.1333], [1.1702, -4.3009, -0.7824], [5.4046, -3.7230, 3.1502], [4.1078, -5.0754, 2.8861], [3.6697, -3.3722, 3.4218], [0.2470, -1.5653, 3.6811], [-0.9287, -2.3433, 3.3224], [-0.8414, -3.6988, 2.8028], [-1.9953, -2.3086, 4.6255], [-2.5247, -3.5973, 5.0121], [-1.4135, -4.3666, 5.8547], [-2.0717, -1.3960, 2.2139], [-2.9545, -4.1516, 4.1777], [-3.3858, -3.3846, 5.6457], [-0.6004, -4.4282, 5.1314], [-1.8396, -5.3524, 6.0408], [-1.0955, -3.8040, 6.7325], [-2.0366, -0.3325, 2.4504], [-2.9684, -2.0083, 2.1190], [-1.6606, -1.5123, 1.2112], [-2.0651, -4.2055, -4.7396], [-1.7257, -2.7691, -4.6111], [-0.8910, -2.2035, -5.6231], [-3.1695, -1.8907, -4.5495], [-3.0515, -0.5234, -4.9582], [-4.4785, -0.1198, -5.3790], [-1.0327, -2.3638, -2.8880], [-2.5649, -0.6862, -5.9199], [-2.6169, 0.2756, -4.3575], [-4.4614, 0.9701, -5.3879], [-5.2467, -0.4136, -4.6637], [-4.7497, -0.5200, -6.3559], [-0.1059, -2.9144, -2.7272], [-1.7810, -2.7461, -2.1938], [-0.8681, -1.2942, -2.7574], [-4.2786, 4.0556, 0.6499], [-5.1477, 3.2420, -0.3702], [-4.4101, 3.1696, -1.5880], [-4.5505, 4.0418, -2.6417], [-5.4702, 4.8237, -2.8528], [-3.3663, 4.0645, -3.6547], [-2.1480, 3.9956, -2.9969], [-3.3576, 2.9903, -4.4290], [-3.4226, 5.1257, -4.4393], [-4.5357, 5.1147, 0.6684], [-3.2645, 4.0765, 0.2508], [-4.4714, 3.6136, 1.6275], [-6.1578, 3.5660, -0.6208], [-5.1246, 2.2296, 0.0331]],
  "forces_ev_per_a": [[-0.1339, 0.9993, 0.5156], [0.2653, 0.0505, -1.6960], [0.3199, 0.3648, 0.1948], [-0.0445, -0.2907, 1.7165], [-0.8321, -0.2439, -0.1525], [-0.4381, 0.8857, 0.0927], [0.9806, -1.8314, -0.4172], [1.0466, -0.0680, 0.9221], [-0.1504, -2.5036, -2.3946], [-2.2037, 0.6221, 1.7201], [-0.2570, 2.8623, -1.2948], [1.5560, -1.5486, -0.2868], [0.5622, -0.2129, 1.5054], [-0.1999, 0.5717, -0.5287], [0.3552, 0.3909, -0.2645], [-0.8888, 0.6719, 0.0653], [-0.3187, -0.2566, 0.1347], [0.1222, -0.0417, -0.6983], [0.0417, -0.0854, 0.0294], [0.6863, 0.2516, 0.2089], [-0.1738, -0.7172, 0.4119], [-0.2916, 0.0862, 0.3683], [2.6457, -0.6375, 2.0639], [-1.7915, -0.4390, 0.0745], [-1.4886, -0.0972, 0.5929], [1.6042, 1.0432, -1.9078], [-1.3107, -0.5120, -1.0211], [0.4661, -0.5099, 1.2469], [-0.1002, -0.3900, -1.1471], [-0.1015, -0.0463, 0.1507], [0.2703, 0.1211, -0.4057], [0.0981, 0.1289, 0.2620], [-0.0418, 0.5148, 0.1412], [-0.3808, 0.0509, 0.0149], [0.0722, 0.2621, -0.1120], [-0.0011, 0.4386, 0.1330], [-0.0596, 0.0618, -0.0492], [-2.0979, 0.6238, 0.4097], [-3.3597, 0.7868, 0.5645], [1.7783, -3.2371, -0.2499], [2.2940, 0.0748, 0.7504], [0.9202, 0.9946, 1.2644], [-0.9842, 0.0986, -0.5039], [0.2900, 1.1182, -1.6989], [0.5215, 0.6601, -0.0457], [0.7164, -0.6319, -0.4524], [0.0815, -0.2346, 0.1558], [-0.1486, -0.2209, -0.1352], [-0.4288, 0.7568, -1.0519], [-0.0259, -0.6270, 0.6745], [0.4456, 0.1625, 0.3679], [-0.0134, -0.2777, -0.0201], [-1.4389, -1.3566, -0.3325], [-1.7441, 1.5760, -0.1821], [0.2448, 0.9987, 0.7194], [1.1821, -0.7311, -1.1553], [0.7734, -0.0246, 1.7906], [-1.4947, 0.6716, -2.1338], [1.8312, -1.2609, -0.5038], [0.6336, -0.1144, -0.2310], [0.0917, 0.3434, 0.1176], [0.2841, -0.4298, 0.4179], [0.4134, -0.0610, 0.4263], [-0.2992, -0.1662, -0.0315], [-0.5713, -0.3237, 0.2540], [-0.3437, 0.5988, 0.8054], [0.5248, 0.2682, -0.0222], [0.2541, 3.0986, 0.7495], [-1.0065, -1.2926, 1.4429], [0.1104, 0.2315, -0.0469], [1.9972, -1.6800, 1.3719], [-1.6666, -0.4202, -2.8377], [0.3210, 0.4811, 0.5633], [-0.7834, -0.7698, -1.2129], [0.7270, 1.1857, 0.1774], [0.4129, -0.8586, 0.7186], [-0.3161, 0.0463, -0.3677], [0.1437, -0.1033, 0.1585], [0.0767, 0.0479, 0.0738], [-0.0370, 0.0108, -0.3858], [-0.0363, 0.1639, -0.0731], [-0.1989, -0.1639, -0.3689], [-1.3904, 0.4683, -1.1606], [0.8394, 0.5581, 0.5331], [0.9900, 0.8969, -3.0978], [-1.8264, 0.9924, 1.3517], [1.4698, -1.7015, 0.8451], [1.9117, -1.1369, 1.3086], [-1.5668, 0.9260, -0.6349], [-0.5774, -0.6187, -0.5179], [0.0936, 0.1256, 0.4213], [-0.4218, 0.0300, 0.1202], [0.1788, -0.7707, 0.6394], [0.6905, 0.1822, 0.0484], [0.0079, 0.2034, 0.5162], [-0.3577, -0.1142, -0.4932]]
}

Record 2
{
  "formula": "C19H45BBa2N2O25P4",
  "method": "ωB97M-V with the def2-TZVPD basis set",
  "e_homo_ev": -7.19,
  "e_lumo_ha": -0.027,
  "orbital_gap_ev": 6.5,
  "elements": ["Ba", "Ba", "B", "H", "H", "H", "H", "C", "C", "C", "O", "C", "C", "C", "O", "O", "O", "H", "H", "N", "O", "O", "O", "C", "N", "O", "O", "H", "H", "H", "C", "O", "P", "O", "O", "C", "O", "C", "H", "H", "H", "H", "H", "H", "H", "H", "H", "C", "O", "P", "O", "O", "C", "O", "C", "H", "H", "H", "H", "H", "H", "H", "H", "H", "C", "O", "P", "O", "O", "C", "O", "C", "H", "H", "H", "H", "H", "H", "H", "H", "H", "C", "O", "P", "O", "O", "C", "O", "C", "H", "H", "H", "H", "H", "H", "H", "H", "H"],
  "positions_angstrom": [[2.7064, 1.7866, -1.9235], [-0.6108, 4.4871, -0.0957], [2.4092, 4.4307, -0.4280], [3.5655, 4.3764, -0.1137], [2.2267, 4.4509, -1.5999], [1.7930, 3.5706, 0.0108], [1.8721, 5.4432, -0.1177], [-1.8164, 0.6737, 0.0719], [-2.5319, -0.5580, 0.1717], [-1.8327, -1.8115, -0.3586], [-2.3887, -2.8862, -0.3498], [-0.5187, -1.6533, -0.9036], [0.1440, -0.4754, -1.0388], [-0.5844, 0.7624, -0.4932], [0.0062, 1.9084, -0.6064], [1.1961, -0.3255, -1.7458], [-3.6773, -0.6104, 0.5917], [-2.2527, 1.5471, 0.5418], [-0.0671, -2.5573, -1.3036], [-0.8328, 3.7624, 3.1053], [-1.6300, 3.4106, 2.1817], [-0.9471, 3.3030, 4.2249], [0.1024, 4.5401, 2.7996], [-0.5631, -5.5511, -2.2796], [-0.2566, -6.9771, -2.0141], [-0.9920, -7.8225, -2.4566], [0.7007, -7.1877, -1.2912], [0.3861, -5.0970, -2.5489], [-0.8832, -5.0839, -1.3474], [-1.3502, -5.4698, -3.0168], [1.7677, -1.8444, -4.3573], [2.7942, -1.4584, -5.3135], [3.5351, -0.0815, -5.2180], [2.7533, 0.9666, -4.5294], [4.9313, -0.3464, -4.5459], [5.8138, -1.3164, -5.1521], [3.8326, 0.1723, -6.7362], [3.4411, 1.3670, -7.4280], [1.1690, -0.9843, -4.0777], [2.2303, -2.2552, -3.4639], [1.1617, -2.5833, -4.8709], [6.6745, -0.7772, -5.5370], [5.3201, -1.9192, -5.9098], [6.1611, -2.0027, -4.3811], [4.0956, 2.2024, -7.1927], [2.4222, 1.6386, -7.1490], [3.4444, 1.1071, -8.4809], [-2.3630, 0.0305, 3.8877], [-2.5020, -1.0226, 4.8448], [-2.3686, -2.4940, 4.2779], [-3.3035, -2.9208, 3.2565], [-0.8381, -2.5035, 3.8141], [-0.3959, -3.5514, 2.9449], [-2.3868, -3.3565, 5.6114], [-1.3627, -3.1381, 6.5872], [-1.8934, -0.2710, 2.9510], [-1.6946, 0.7981, 4.2864], [-3.3085, 0.5353, 3.7001], [0.6880, -3.6287, 3.0299], [-0.6686, -3.3269, 1.9151], [-0.8128, -4.5074, 3.2659], [-0.7944, -2.2290, 6.4117], [-0.6451, -3.9636, 6.5239], [-1.8156, -3.2042, 7.5719], [-4.7882, 3.1186, 2.1357], [-4.8675, 4.3877, 1.4358], [-4.6542, 4.4484, -0.1114], [-3.2362, 4.3232, -0.5107], [-5.6044, 3.3817, -0.7304], [-5.1805, 2.0171, -1.0143], [-5.3565, 5.8094, -0.4167], [-4.7776, 6.7543, -1.3055], [-4.1466, 2.3728, 1.6716], [-5.8060, 2.7670, 2.2822], [-4.3429, 3.3622, 3.0965], [-5.9387, 1.3507, -0.6205], [-4.2304, 1.7845, -0.5373], [-5.0579, 1.9318, -2.0901], [-3.8056, 6.4283, -1.6776], [-4.5539, 7.6757, -0.7580], [-5.4654, 7.0166, -2.1040], [2.7475, -2.7886, 0.2513], [3.7064, -2.0434, 1.0268], [3.3479, -0.5638, 1.3556], [3.1644, 0.3838, 0.2487], [2.0559, -0.7047, 2.2267], [1.4740, 0.4403, 2.8299], [4.4894, -0.0804, 2.3074], [5.1567, -0.9312, 3.2407], [3.2650, -3.4461, -0.4444], [2.0199, -2.1479, -0.2421], [2.1851, -3.4705, 0.8947], [1.7324, 1.3623, 2.2875], [1.7061, 0.5934, 3.8800], [0.3912, 0.4477, 2.6842], [4.9225, -1.9852, 3.0806], [4.7634, -0.7231, 4.2372], [6.2300, -0.7908, 3.1862]],
  "forces_ev_per_a": [[-1.0563, -0.6433, 0.9105], [-0.0151, -1.1298, 0.9578], [0.6037, 1.0442, -0.1332], [0.2210, -0.0436, -0.1114], [-0.0012, -0.2607, -1.3736], [-0.6335, -1.5197, 0.7884], [-0.0746, 0.8370, 0.5467], [0.0906, -0.2904, 0.3785], [-0.6320, 0.3789, -0.0502], [0.5455, 0.1581, -0.0124], [-0.6044, -0.7820, 0.0873], [0.4628, -0.7544, 0.1124], [-1.1758, 0.6106, -0.6802], [0.4616, 0.5643, -0.0119], [0.9036, 0.5503, -0.6061], [0.7138, 0.6846, 0.1079], [-0.1018, -0.1738, 0.0911], [-0.0166, 0.0811, -0.1149], [-0.0252, 0.0227, -0.0937], [0.3954, -0.4759, -0.0045], [-0.2614, 0.1866, -0.3714], [-0.0969, 0.1281, 0.0856], [-0.0820, 0.3083, -0.4596], [0.1502, 0.3596, 0.2307], [-0.0248, 0.2693, 0.7506], [-0.1870, -0.2905, -0.3384], [0.1063, -0.0702, -0.1707], [-0.1167, 0.0870, -0.2886], [-0.1179, -0.1857, 0.0436], [0.1080, -0.0552, -0.1587], [0.0814, 0.0373, -0.1444], [-0.0200, -0.1113, 0.1491], [-0.8608, -0.4579, -0.4239], [0.5121, 0.3261, 0.3285], [-0.0860, -0.0062, 0.0818], [0.4118, -0.2353, 0.3669], [0.4246, 0.2649, -0.0297], [-0.6202, -0.0695, 0.0736], [-0.0109, 0.0078, 0.0452], [-0.0118, -0.0419, 0.0045], [0.0123, -0.0742, 0.0618], [-0.0752, -0.0419, -0.2480], [-0.0592, 0.2302, -0.1683], [-0.1131, 0.1536, 0.1490], [0.1962, -0.1013, -0.1017], [0.0410, -0.0023, 0.0262], [0.2153, 0.1656, -0.0524], [0.5783, 1.2241, -0.0879], [0.0952, -0.1219, -0.2045], [0.3186, 0.0731, 0.2580], [-0.3416, -0.2949, -0.0857], [0.2363, 0.1386, 0.0249], [0.0728, -0.1893, 0.0752], [-0.0506, 0.2337, -0.1298], [0.4280, -0.8497, -0.0550], [-0.3575, -0.3756, -0.0424], [-0.0727, -0.1638, 0.3129], [-0.1796, -0.4027, -0.0795], [-0.0030, 0.2357, 0.0644], [-0.1372, -0.0994, 0.0043], [-0.1286, -0.0038, -0.2006], [-0.2973, 0.2548, 0.1867], [-0.0872, 0.0184, -0.0865], [-0.0828, 0.3967, 0.0158], [-0.0281, 0.4212, 0.6541], [0.1833, -0.1763, 0.0103], [-0.4590, -0.5057, 1.1188], [0.5422, 0.2853, -0.5518], [-0.0603, -0.3641, -0.4050], [0.3116, 0.1906, 0.0491], [0.1044, 0.2918, -0.3735], [0.5920, 0.9554, 0.1803], [-0.0858, 0.0961, -0.2936], [0.0326, -0.2064, -0.1231], [-0.0255, -0.1014, 0.0265], [-0.0841, -0.0119, -0.1109], [-0.0462, 0.0154, 0.0058], [-0.1666, -0.1278, -0.0232], [-0.2500, -0.3007, -0.2854], [-0.2891, -0.1252, 0.1488], [-0.0425, -0.3363, -0.0878], [-0.6219, -0.9347, 0.0859], [0.0271, -0.2806, -0.4500], [-0.3555, 0.6032, 0.6558], [0.5175, 0.2684, -0.5210], [-0.1855, -0.6047, 0.4330], [-1.0309, 1.8431, -0.6790], [0.7212, -0.0061, -0.2518], [-0.6327, -0.6470, 0.7025], [0.2658, 0.4091, -0.1618], [0.2233, 0.1411, -0.2082], [0.1095, 0.2888, 0.2778], [0.4701, -0.2353, 0.1086], [0.2435, -0.5182, 0.0369], [0.0463, -0.6874, 0.2336], [0.1167, 0.0806, -0.3469], [0.2941, 0.3155, 0.0038], [-0.0054, 0.2507, -0.0589]]
}